Record 1
The following is a quantum chemistry calculation of a structure of composition C31H23AsF2MnNOS3, from OMol25.

Geometry as XYZ:
```
63
Properties=species:S:1:pos:R:3:lowdin_spin:R:1
H 2.29 -4.02 2.50 0.000
H -3.73 5.45 1.10 0.000
F 3.05 0.17 4.28 0.000
C -3.02 -5.82 1.01 0.001
C -2.55 -3.51 0.48 0.022
H -4.98 -6.23 1.78 0.000
C 0.81 -0.08 4.79 0.006
O -1.93 4.68 0.40 0.009
C 0.29 -2.97 -0.04 0.008
H 0.08 -3.02 2.10 0.000
H -2.31 -2.74 -5.96 0.000
C -2.15 -2.64 -4.89 0.002
H 0.81 -3.05 -2.12 0.001
C 0.72 -3.25 1.26 0.004
C 1.13 -3.27 -1.11 0.004
C 2.38 -3.83 -0.89 0.000
C -2.58 -3.39 -2.66 0.002
H -0.84 -0.95 -5.08 0.000
C 3.92 -0.33 1.63 0.000
C 4.36 -0.07 -0.70 0.001
H -2.46 6.61 0.62 0.000
H 2.59 0.36 -1.83 0.001
C -2.15 -4.84 0.54 0.003
S -3.85 2.96 -0.16 0.028
C 1.78 0.00 3.82 0.001
Mn -0.11 0.24 -0.06 4.543
H -4.15 -2.13 0.87 0.001
H -2.70 -6.85 1.04 0.000
H 1.06 -0.03 5.85 0.000
S -0.90 2.38 0.12 0.073
C 1.97 -3.82 1.48 0.000
C 1.51 -0.06 2.46 0.013
H 5.86 -0.55 0.76 0.000
C -4.30 -5.47 1.42 0.000
H 3.03 -4.05 -1.73 0.000
H -1.15 -5.12 0.21 0.000
C 3.01 0.18 -0.86 0.009
C -1.10 -1.49 -3.02 0.011
C 2.81 -4.10 0.41 0.003
C -1.75 -2.39 -2.16 0.006
H -5.70 -3.86 1.69 0.000
H 5.03 -0.06 -1.55 0.000
C -1.33 -1.64 -4.40 0.004
F -1.46 -0.30 5.29 0.000
C -3.83 -3.17 0.90 0.003
H -3.44 -4.31 -4.40 0.000
C -0.82 -0.23 3.01 0.014
C 4.81 -0.33 0.58 0.004
C 0.17 -0.16 2.04 0.033
C 2.57 -0.05 1.40 0.010
H -3.08 -4.06 -1.97 0.000
As -1.45 -2.08 -0.27 0.054
N 2.15 0.19 0.16 0.045
H -1.87 -0.29 2.74 0.002
H 3.79 -4.52 0.58 0.000
C -2.28 3.40 0.16 0.031
C -0.49 -0.21 4.35 0.001
S -0.01 -0.23 -2.46 0.043
C -4.71 -4.14 1.37 0.000
C -2.79 -3.52 -4.02 0.003
H -3.42 5.73 -0.61 0.000
H 4.25 -0.55 2.64 0.000
C -2.96 5.67 0.37 0.001
```

ΔE to the lowest compared entry with this formula, charge and spin	84.3	kJ/mol
multiplicity	6
charge	-1
E_tot	-166160.155	eV
E_LUMO (alpha / beta)	2.63 / 2.62	eV
E_HOMO (alpha / beta)	-4.17 / -4.66	eV
Kohn-Sham gap (alpha / beta)	6.80 / 7.29	eV

Record 2
The following is a quantum chemistry calculation of a structure of composition C31H23AuN4O2P, from OMol25.

Geometry as XYZ:
```
62
Properties=species:S:1:pos:R:3:nbo_charge:R:1
C 4.53 -2.56 1.97 -0.177
H 1.33 1.21 -2.77 0.205
O -3.96 1.51 1.28 -0.689
C -3.27 3.28 -2.55 -0.205
C 1.85 1.35 -1.83 -0.127
C -1.27 2.81 -1.28 -0.166
H 4.41 -3.77 0.21 0.227
P -0.44 0.30 -0.48 0.787
H -0.41 -4.54 -3.55 0.232
C 1.92 1.23 0.57 -0.197
C -0.42 -1.27 -1.44 -0.360
H -4.52 3.85 1.52 0.432
O -2.47 -2.68 2.33 -0.537
H -3.96 3.99 -2.98 0.226
H 5.60 -2.66 2.06 0.229
H -1.99 4.78 -1.70 0.224
C -1.47 1.44 -1.46 -0.377
C -0.55 -2.52 -0.81 0.033
N -0.35 3.96 3.13 -0.250
N -0.85 -0.22 2.92 -0.406
H 1.96 -3.53 0.00 0.219
H -0.41 3.17 -0.73 0.218
C 3.83 -1.80 2.91 -0.198
H -0.66 -4.64 -1.12 0.218
H 4.78 2.55 -0.64 0.226
C -3.47 1.92 -2.72 -0.196
C 3.12 1.90 -1.83 -0.220
H -0.24 -0.28 -3.33 0.223
C -1.04 3.10 2.82 0.249
C 2.46 -1.67 2.80 -0.195
H -0.91 -3.81 0.84 0.230
H -1.81 -3.14 2.89 0.466
C -0.30 -1.24 -2.83 -0.178
C -2.58 1.00 -2.18 -0.230
C 2.48 -3.05 0.82 -0.199
N -3.65 3.61 1.95 -0.746
C 1.23 1.01 -0.63 -0.382
H -0.19 -2.33 -4.67 0.231
C -1.93 2.04 2.47 -0.486
C -2.17 3.72 -1.83 -0.217
C 1.78 -2.29 1.75 -0.043
N -1.73 -1.90 1.40 -0.209
H 4.35 -1.33 3.72 0.229
C -0.55 -3.68 -1.60 -0.212
H 1.91 -1.09 3.53 0.217
C -0.68 -2.76 0.67 -0.073
C -0.29 -2.39 -3.60 -0.188
C -3.24 2.35 1.88 0.705
C 0.35 -2.13 1.61 -0.013
C 3.79 2.12 -0.64 -0.183
H -4.32 1.56 -3.29 0.226
C -1.44 0.78 2.58 0.615
H 3.59 2.17 -2.77 0.225
Au -3.04 -0.32 0.91 0.785
H 1.45 0.96 1.51 0.204
C 3.86 -3.18 0.93 -0.187
H 3.71 1.95 1.50 0.224
C -0.41 -3.62 -2.97 -0.182
C 3.19 1.78 0.57 -0.196
H -2.75 -0.06 -2.33 0.221
C -0.58 -1.27 2.06 0.263
H -3.13 4.31 2.45 0.430
```

ΔE to the lowest compared entry with this formula, charge and spin	126.5	kJ/mol
charge	+1
E_tot	-55547.015	eV
E_LUMO	-3.81	eV
E_HOMO	-10.77	eV
Kohn-Sham gap	6.97	eV

Question: What is the formula in the second record?
Answer: C31H23AuN4O2P

Question: ΔE to the lowest compared entry with this formula, charge and spin of number 2 (C31H23AuN4O2P)?
Answer: 126.5 kJ/mol

Question: What is the formula in the second record?
Answer: C31H23AuN4O2P

Question: Which of these has the highest ΔE to the lowest compared entry with this formula, charge and spin?
Answer: C31H23AuN4O2P